This record from the OMol25 dataset describes 2 unconnected molecules or ions with the total composition C2H4O2 at a distorted geometry. The level of theory is the ωB97M-V functional and the def2-TZVPD basis.

The energy above the lowest of the compared OMol25 structures with the same formula, charge and spin comes out at 656.7 kJ/mol. Its HOMO energy (alpha / beta) is -0.379 / -0.391 hartree.

```
8
Properties=species:S:1:pos:R:3:forces:R:3
C -0.560 0.629 0.886 -1.74 0.26 -0.04
C -0.132 -0.164 -0.361 -0.76 1.66 -0.15
O -3.336 1.494 1.958 -0.31 0.31 0.39
O -1.761 0.718 1.102 1.12 -0.50 -0.69
H 0.084 1.125 1.656 0.36 -0.52 -0.86
H -1.062 -0.308 -1.034 1.79 0.72 0.88
H 0.061 -1.125 0.020 0.62 -1.51 0.43
H 0.813 0.249 -0.801 -1.10 -0.41 0.04
```
Forces are in eV/Å.